Density functional theory data (ωB97M-V with the def2-TZVPD basis set) for a structure of composition C49H39N2OP2PdSSe.

HOMO (spin up / spin down) = -15.38 / -15.43 eV
frontier orbital gap (spin up / spin down) = 0.1924 / 0.1699 Ha
multiplicity = 1
total charge = +3
E = -154686.97401 eV

```
96
Properties=species:S:1:pos:R:3:lowdin_charge:R:1
Pd -0.76 1.08 1.44 0.44
O -0.52 -0.29 -0.73 -0.57
S 1.00 0.03 -0.89 1.07
C 1.88 -1.46 -1.08 -0.33
C 1.89 -2.16 -2.28 -0.02
C 2.75 -3.23 -2.51 0.04
C 3.66 -3.55 -1.52 -0.10
C 4.77 -4.56 -1.48 -0.07
C 5.40 -4.42 -0.06 -0.07
C 4.57 -3.37 0.62 -0.10
C 4.61 -2.84 1.89 0.03
C 3.64 -1.90 2.26 -0.02
C 2.65 -1.44 1.39 -0.27
P 1.27 -0.54 2.14 1.12
C 0.05 -1.79 2.58 -0.35
C 0.31 -3.15 2.43 -0.04
C -0.65 -4.07 2.81 -0.02
C -1.88 -3.64 3.31 -0.02
C -2.15 -2.29 3.44 -0.05
C -1.19 -1.36 3.08 -0.12
C 1.98 0.11 3.63 -0.43
C 1.64 -0.40 4.89 -0.07
C 2.25 0.11 6.01 -0.03
C 3.18 1.14 5.90 -0.01
C 3.52 1.65 4.65 -0.03
C 2.92 1.15 3.51 -0.14
C 2.67 -1.88 0.03 -0.15
C 3.60 -2.89 -0.28 -0.07
C 1.12 0.72 -2.50 -0.33
C 2.32 0.73 -3.18 -0.04
C 2.43 1.26 -4.47 0.03
C 1.30 1.76 -5.07 -0.11
C 1.08 2.37 -6.43 -0.07
C -0.42 2.76 -6.45 -0.07
C -0.94 2.37 -5.10 -0.11
C -2.18 2.49 -4.52 0.03
C -2.35 2.06 -3.20 -0.05
C -1.34 1.48 -2.43 -0.23
P -1.86 1.13 -0.74 1.05
C -2.69 2.68 -0.33 -0.38
C -1.92 3.84 -0.21 -0.14
C -2.52 5.05 0.05 -0.04
C -3.91 5.12 0.16 -0.02
C -4.69 3.98 0.01 -0.03
C -4.09 2.75 -0.21 -0.09
C -3.11 -0.15 -0.74 -0.32
C -3.66 -0.56 0.49 -0.10
C -4.67 -1.50 0.52 -0.04
C -5.13 -2.05 -0.67 -0.03
C -4.57 -1.67 -1.88 -0.03
C -3.55 -0.73 -1.92 -0.05
C -0.05 1.31 -3.03 -0.12
C 0.09 1.78 -4.34 -0.07
H 1.23 -1.84 -3.08 0.13
H 2.73 -3.75 -3.45 0.14
H 5.50 -4.37 -2.27 0.14
H 4.40 -5.57 -1.66 0.14
H 6.44 -4.12 -0.11 0.14
H 5.38 -5.36 0.49 0.14
H 5.33 -3.17 2.62 0.14
H 3.65 -1.55 3.28 0.12
H 1.25 -3.49 2.03 0.11
H -0.45 -5.13 2.72 0.13
H -2.63 -4.37 3.59 0.13
H -3.11 -1.96 3.84 0.12
H -1.38 -0.31 3.28 0.06
H 0.92 -1.21 4.98 0.12
H 2.00 -0.28 6.99 0.13
H 3.65 1.54 6.79 0.13
H 4.24 2.46 4.56 0.12
H 3.19 1.53 2.54 0.10
H 3.20 0.30 -2.71 0.13
H 3.39 1.26 -4.98 0.14
H 1.33 1.67 -7.22 0.14
H 1.73 3.23 -6.58 0.14
H -0.97 2.24 -7.24 0.14
H -0.58 3.82 -6.64 0.14
H -3.02 2.91 -5.06 0.14
H -3.33 2.19 -2.76 0.12
H -0.85 3.79 -0.36 0.07
H -1.92 5.95 0.15 0.13
H -4.39 6.08 0.36 0.13
H -5.77 4.04 0.06 0.13
H -4.69 1.86 -0.30 0.12
H -3.28 -0.15 1.41 0.06
H -5.10 -1.81 1.46 0.12
H -5.93 -2.78 -0.65 0.13
H -4.92 -2.12 -2.80 0.12
H -3.12 -0.45 -2.87 0.11
Se 0.56 3.10 2.00 0.81
C -0.06 2.38 3.56 -0.81
N -0.51 1.88 4.51 0.13
N -2.76 1.99 2.49 0.07
H -2.71 1.81 3.49 0.05
H -3.69 1.76 2.18 0.05
H -2.66 3.00 2.37 0.05
```